C31H38AsClN6O3RuS2SeSi | ωB97M-V with the def2-TZVPD basis set

Each line ends with the Mulliken spin population.
Geometry (Å):
1 Ru 1.12 -0.11 0.63  -0.0315
2 C 1.98 0.12 6.00  -0.0004
3 N 2.99 0.13 4.98  0.0013
4 C 4.34 0.09 5.17  0.0012
5 C 4.93 0.09 3.96  -0.0022
6 N 3.93 0.14 2.98  0.0001
7 C 2.72 0.20 3.65  -0.0079
8 S 1.15 0.47 3.16  0.0360
9 C 4.21 0.08 1.61  -0.0011
10 C 5.55 -0.01 1.20  0.0043
11 C 5.88 0.04 -0.13  -0.0027
12 C 4.86 0.18 -1.07  0.0022
13 C 3.56 0.20 -0.60  -0.0030
14 N 3.22 0.13 0.69  0.0122
15 H 2.46 0.06 6.97  -0.0001
16 H 1.32 -0.74 5.86  0.0000
17 H 1.38 1.02 5.95  0.0003
18 H 4.77 0.08 6.14  0.0001
19 H 5.97 0.12 3.75  0.0000
20 H 6.34 -0.12 1.92  0.0005
21 H 6.91 -0.01 -0.44  -0.0003
22 H 5.06 0.27 -2.12  0.0009
23 H 2.74 0.31 -1.31  -0.0009
24 C -2.44 2.59 1.01  -0.0018
25 As -0.98 2.78 -0.26  0.0020
26 C -1.41 2.19 -2.06  -0.0042
27 C -0.86 4.72 -0.45  0.0017
28 S 1.02 2.28 0.27  0.0009
29 H -3.37 2.87 0.51  -0.0002
30 H -2.26 3.25 1.85  0.0000
31 H -2.52 1.56 1.36  0.0009
32 H -2.29 2.73 -2.42  -0.0007
33 H -1.58 1.12 -2.08  0.0019
34 H -0.55 2.44 -2.69  0.0000
35 H -1.75 5.10 -0.96  0.0001
36 H 0.03 4.99 -1.04  0.0000
37 H -0.78 5.18 0.53  0.0004
38 Se -1.87 -3.96 -1.97  0.9726
39 N -0.93 -4.72 -0.76  0.1576
40 C 0.08 -4.21 -0.07  -0.0094
41 C 0.77 -4.91 0.93  0.0196
42 C 1.75 -4.27 1.66  -0.0460
43 C 2.05 -2.94 1.41  0.0065
44 N 1.44 -2.24 0.45  -0.0327
45 C 0.50 -2.84 -0.30  0.0223
46 N -0.09 -2.19 -1.29  -0.0798
47 H 0.50 -5.94 1.11  -0.0033
48 H 2.27 -4.79 2.45  -0.0013
49 H 2.77 -2.40 2.01  -0.0120
50 C 1.05 -1.74 -5.17  -0.0017
51 Si 0.92 0.04 -4.48  0.0027
52 C -0.65 0.85 -5.19  -0.0007
53 C 2.51 1.02 -4.85  0.0011
54 C 0.68 -0.23 -2.65  -0.0423
55 C 0.34 -1.11 -1.84  0.0419
56 H 1.06 -1.74 -6.26  0.0008
57 H 0.20 -2.33 -4.84  0.0026
58 H 1.95 -2.23 -4.83  -0.0001
59 H -0.71 0.68 -6.26  0.0004
60 H -0.69 1.92 -5.03  -0.0001
61 H -1.54 0.41 -4.75  0.0007
62 H 2.63 1.16 -5.92  -0.0001
63 H 3.39 0.48 -4.50  -0.0004
64 H 2.52 2.00 -4.39  0.0000
65 C -6.09 0.33 2.40  0.0000
66 C -5.53 0.55 1.03  0.0002
67 C -6.12 1.44 0.15  -0.0004
68 C -5.60 1.59 -1.14  -0.0002
69 Cl -6.33 2.72 -2.23  0.0000
70 C -4.52 0.84 -1.55  -0.0035
71 C -3.90 -0.03 -0.67  -0.0251
72 C -4.39 -0.17 0.63  -0.0064
73 O -3.83 -0.97 1.58  0.0007
74 C -2.77 -1.82 1.26  -0.0138
75 C -1.36 -1.18 1.27  0.0021
76 O -0.53 -1.66 2.04  -0.0013
77 O -1.08 -0.22 0.49  -0.0050
78 H -6.96 0.96 2.58  0.0000
79 H -5.33 0.54 3.16  0.0000
80 H -6.38 -0.71 2.52  0.0000
81 H -6.98 2.01 0.45  -0.0001
82 H -4.15 0.93 -2.56  -0.0004
83 H -3.04 -0.60 -0.99  0.0336
84 H -2.92 -2.32 0.29  0.0095
85 H -2.76 -2.58 2.05  0.0011

Calculated values
ΔE to the lowest compared entry with this formula, charge and spin = 76.2 kcal per mole
2S+1 = 2
molar mass = 925.31 Da
total charge = +1
highest occupied orbital energy (alpha / beta) = -9.722 / -9.830 eV
Kohn-Sham gap (alpha / beta) = 5.023 / 5.423 eV